Entry 1:
Here is one molecule with the formula C28H38N4O4 from the OMol25 dataset. Energies are from ωB97M-V/def2-TZVPD.

Values from the calculation:
gap between HOMO and LUMO	9.4361	eV
SMILES	CCC(C)(C)NC(=O)[C@H](c1ccc(C)cc1)N(C[C@H]1CCCO1)C(=O)CCC(=O)Nc1ccccn1
net charge	0
energy relative to the best compared isomer or geometry (same formula, charge and spin)	129.93	kJ/mol
HOMO level	-0.3213	Eh
largest force on an atom	0.01339	Eh/bohr
lowest unoccupied orbital energy	0.69	eV

```
74
Properties=species:S:1:pos:R:3:lowdin_charge:R:1
C -0.280 3.767 3.109 -0.09
C -1.347 2.733 3.455 -0.18
C -0.807 1.349 3.878 -0.53
C 0.393 1.453 4.818 -0.03
C -1.933 0.576 4.573 -0.04
N -0.457 0.557 2.695 0.15
C 0.644 0.610 1.930 -0.40
O 1.583 1.367 2.082 0.05
C 0.526 -0.388 0.759 -0.13
C 1.788 -0.987 0.187 -0.17
C 3.056 -0.451 0.354 -0.03
C 4.154 -1.063 -0.229 -0.03
C 4.015 -2.210 -0.996 -0.28
C 5.200 -2.880 -1.621 -0.05
C 2.739 -2.742 -1.161 -0.04
C 1.642 -2.143 -0.577 -0.01
N -0.235 0.282 -0.306 0.02
C 0.446 1.302 -1.066 -0.06
C 0.028 2.736 -0.646 -0.30
C 1.228 3.667 -0.466 -0.13
C 1.471 4.118 -1.904 -0.15
C 0.043 4.198 -2.453 -0.18
O -0.767 3.348 -1.647 -0.12
C -1.559 0.045 -0.369 -0.42
O -2.119 -0.636 0.490 0.01
C -2.317 0.601 -1.556 -0.06
C -3.642 -0.143 -1.773 -0.08
C -3.377 -1.468 -2.473 -0.46
O -3.644 -1.659 -3.639 0.07
N -2.771 -2.380 -1.660 0.16
C -2.169 -3.579 -2.008 -0.28
C -2.384 -4.232 -3.223 0.01
C -1.714 -5.420 -3.444 -0.06
C -0.863 -5.919 -2.466 -0.08
C -0.721 -5.191 -1.298 -0.16
N -1.352 -4.052 -1.070 0.11
H -0.742 4.625 2.625 0.07
H 0.224 4.116 4.007 0.08
H 0.466 3.348 2.442 0.05
H -1.966 3.123 4.265 0.11
H -2.000 2.580 2.591 0.11
H 1.249 1.874 4.301 0.07
H 0.142 2.080 5.669 0.09
H 0.664 0.463 5.179 0.09
H -2.814 0.528 3.936 0.09
H -1.611 -0.439 4.798 0.09
H -2.206 1.064 5.504 0.09
H -1.210 -0.030 2.356 0.12
H -0.105 -1.222 1.087 0.15
H 3.191 0.434 0.954 0.10
H 5.136 -0.635 -0.083 0.11
H 6.086 -2.254 -1.547 0.07
H 5.404 -3.825 -1.119 0.08
H 5.009 -3.097 -2.671 0.08
H 2.607 -3.638 -1.751 0.11
H 0.661 -2.578 -0.708 0.09
H 0.245 1.177 -2.134 0.14
H 1.515 1.160 -0.903 0.12
H -0.584 2.672 0.260 0.14
H 2.076 3.170 -0.004 0.11
H 0.938 4.518 0.150 0.12
H 1.986 5.072 -1.969 0.11
H 2.048 3.368 -2.445 0.11
H -0.026 3.876 -3.497 0.12
H -0.360 5.215 -2.376 0.12
H -2.504 1.662 -1.380 0.13
H -1.708 0.528 -2.457 0.13
H -4.127 -0.315 -0.811 0.12
H -4.297 0.449 -2.411 0.12
H -2.583 -2.098 -0.700 0.11
H -3.049 -3.807 -3.955 0.10
H -1.855 -5.955 -4.372 0.11
H -0.328 -6.844 -2.609 0.10
H -0.069 -5.523 -0.500 0.11
```

Entry 2:
Here is C28H39Br2F2N5O8SSi as an isolated structure in a non-equilibrium geometry from the OMol25 dataset. Energies are from ωB97M-V/def2-TZVPD.

Values from the calculation:
gap between HOMO and LUMO	6.7842	eV
net charge	0
HOMO level	-0.2589	Eh
largest force on an atom	0.08134	Eh/bohr
lowest unoccupied orbital energy	-0.26	eV

```
86
Properties=species:S:1:pos:R:3:lowdin_charge:R:1
C -3.737 -2.163 -3.573 -0.01
C -2.783 -1.211 -3.193 -0.15
C -1.746 -1.491 -2.075 -0.13
C -0.226 -1.379 -2.531 -0.27
C -0.053 -2.692 -3.361 -0.08
C 1.047 -2.658 -4.435 -0.25
O 0.851 -2.776 -5.617 0.06
C 0.043 -0.171 -3.456 -0.36
O -0.553 -0.145 -4.695 0.03
S -0.386 1.307 -2.452 0.71
O -1.798 1.555 -2.387 -0.24
O 0.194 2.443 -3.126 -0.26
O 0.062 0.931 -0.960 -0.20
C 1.235 0.088 -0.779 -0.24
C 2.419 0.761 -1.519 -0.54
Br 3.719 -0.193 -2.636 0.80
C 2.659 2.085 -1.499 -0.73
C 1.857 3.099 -0.711 -0.12
Br 4.093 2.933 -2.467 0.75
C 1.467 0.164 0.788 -0.40
F 1.909 -0.999 1.351 0.10
F 2.547 0.984 1.093 0.05
C 0.298 0.699 1.624 -0.13
C 0.325 0.236 3.131 -0.21
Si 1.472 1.242 4.266 0.61
C 0.615 1.358 5.961 -0.17
C 1.843 2.979 3.624 -0.16
C 3.057 0.195 4.466 -0.25
C 4.221 0.382 3.717 -0.10
C 5.301 -0.461 3.909 -0.10
C 5.295 -1.493 4.844 -0.09
C 4.125 -1.662 5.578 -0.10
C 3.015 -0.838 5.405 -0.11
C 0.797 -1.365 -1.254 -0.25
C -0.027 -2.118 -0.177 -0.11
C -0.167 -3.470 -0.090 0.04
N 1.873 -2.289 -1.624 0.10
C 2.746 -2.628 -0.839 -0.33
O 3.561 -2.940 -0.046 0.18
H -3.502 -3.020 -4.223 0.06
H -4.745 -2.039 -3.154 0.06
H -2.792 -0.271 -3.761 0.09
H -2.009 -2.527 -1.828 0.10
H -2.021 -0.770 -1.295 0.12
H -0.972 -2.905 -3.938 0.13
H 0.035 -3.577 -2.704 0.13
H 2.104 -2.504 -4.100 0.10
H 1.139 -0.144 -3.630 0.11
H -0.075 0.437 -5.299 0.14
H 2.574 3.796 -0.241 0.08
H 1.252 2.685 0.095 0.06
H 1.220 3.730 -1.349 0.09
H 0.253 1.798 1.670 0.11
H -0.700 0.391 1.279 0.11
H 0.419 -0.855 3.234 0.08
H -0.702 0.464 3.486 0.08
H 0.499 0.318 6.310 0.02
H 1.223 1.946 6.666 0.04
H -0.391 1.799 5.879 0.01
H 2.612 3.424 4.287 0.04
H 2.278 2.996 2.613 0.02
H 0.975 3.656 3.704 0.03
H 4.277 1.173 2.970 0.10
H 6.200 -0.334 3.299 0.10
H 6.145 -2.161 4.977 0.10
H 4.098 -2.490 6.291 0.10
H 2.144 -1.079 6.013 0.09
H -0.590 -1.519 0.557 0.12
H 0.694 -4.099 0.186 0.08
H -1.125 -3.990 -0.224 0.08
C -5.650 -1.900 -7.101 -0.69
O -5.819 -2.633 -6.144 0.02
N -5.304 -2.371 -8.337 0.14
N -5.790 -0.543 -7.019 0.15
H -5.160 -1.784 -9.137 0.09
H -5.193 -3.363 -8.434 0.10
H -6.042 -0.162 -6.126 0.10
H -5.655 0.079 -7.793 0.09
C -2.885 3.876 4.665 -0.69
O -1.719 4.154 4.448 0.02
N -3.878 4.120 3.760 0.15
N -3.296 3.295 5.831 0.15
H -4.843 3.900 3.918 0.09
H -3.612 4.546 2.892 0.10
H -2.593 3.102 6.520 0.10
H -4.250 3.058 6.030 0.09
```

Entry 3:
Here is C28H39BrCoN3O6SeSi as an isolated structure from the OMol25 dataset. Energies are from ωB97M-V/def2-TZVPD.

Values from the calculation:
gap between HOMO and LUMO (spin up / spin down)	5.8435 / 6.9874	eV
net charge	0
energy relative to the best compared isomer or geometry (same formula, charge and spin)	0.00	kJ/mol
HOMO level (spin up / spin down)	-0.2887 / -0.3299	Eh
2S+1	5
largest force on an atom	0.01762	Eh/bohr
lowest unoccupied orbital energy (spin up / spin down)	-2.01 / -1.99	eV

```
80
Properties=species:S:1:pos:R:3:lowdin_charge:R:1
Co -0.664 -0.056 -0.214 0.54
C 3.387 -3.163 -6.060 -0.05
O 2.357 -3.196 -7.046 -0.06
C 1.089 -3.397 -6.638 -0.27
C 0.095 -3.276 -7.626 0.01
C -1.225 -3.404 -7.298 -0.01
C -1.625 -3.661 -5.959 -0.31
C -0.606 -3.852 -4.994 0.01
C 0.724 -3.709 -5.328 0.01
N -2.939 -3.583 -5.668 0.08
N -3.309 -3.876 -4.410 0.10
C -3.263 -3.038 -3.440 -0.22
C -3.651 -3.602 -2.143 0.04
C -3.347 -3.047 -0.963 0.03
C -2.620 -1.804 -0.926 -0.29
O -2.265 -1.252 0.124 -0.02
C -2.303 -1.151 -2.221 -0.13
N -1.600 -0.021 -2.089 0.07
C -1.264 0.673 -3.165 -0.06
C -1.693 0.284 -4.426 0.01
C -2.389 -0.896 -4.577 0.03
C -2.676 -1.679 -3.451 -0.05
H 4.300 -2.928 -6.596 0.09
H 3.495 -4.133 -5.572 0.10
H 3.190 -2.392 -5.315 0.10
H 0.407 -3.058 -8.639 0.12
H -2.003 -3.285 -8.042 0.12
H -0.859 -4.084 -3.970 0.11
H 1.471 -3.820 -4.557 0.11
H -4.137 -4.568 -2.202 0.13
H -3.584 -3.520 -0.019 0.13
H -0.628 1.533 -3.006 0.13
H -1.438 0.884 -5.287 0.12
H -2.696 -1.221 -5.558 0.11
C -4.487 -0.280 2.643 -0.10
C -4.013 1.001 3.345 -0.62
C -2.763 0.610 4.155 -0.11
C -5.126 1.426 4.319 -0.09
Si -3.650 2.408 2.109 0.53
Br -1.499 2.048 1.331 0.66
C -4.787 2.431 0.570 -0.62
C -4.547 1.223 -0.339 -0.11
C -6.265 2.434 0.996 -0.08
C -4.531 3.688 -0.272 -0.10
C -3.439 4.115 2.940 -0.63
C -2.680 5.125 2.059 -0.12
C -4.814 4.723 3.269 -0.08
C -2.642 3.999 4.249 -0.10
H -4.610 -1.063 3.400 0.09
H -3.759 -0.641 1.918 0.06
H -5.451 -0.159 2.150 0.07
H -3.062 -0.085 4.947 0.09
H -2.268 1.454 4.626 0.06
H -2.033 0.095 3.530 0.06
H -5.400 0.564 4.935 0.09
H -6.032 1.755 3.803 0.07
H -4.813 2.219 4.996 0.06
H -4.825 0.283 0.132 0.06
H -3.507 1.158 -0.652 0.03
H -5.157 1.334 -1.244 0.09
H -6.542 1.539 1.555 0.06
H -6.892 2.458 0.098 0.09
H -6.524 3.307 1.597 0.07
H -3.477 3.799 -0.536 0.08
H -4.861 4.594 0.236 0.06
H -5.098 3.615 -1.206 0.09
H -3.235 5.407 1.169 0.06
H -1.701 4.756 1.755 0.04
H -2.518 6.038 2.642 0.09
H -5.400 4.925 2.371 0.06
H -4.660 5.684 3.772 0.09
H -5.408 4.097 3.936 0.07
H -1.639 3.600 4.078 0.08
H -3.138 3.384 4.995 0.06
H -2.526 4.999 4.679 0.09
O 3.164 -0.668 -0.525 -0.44
Se 1.774 -0.312 -1.227 0.80
O 0.981 0.970 -0.459 -0.55
O 0.563 -1.446 -0.846 -0.51
O 1.771 -0.082 -2.823 -0.48
```

Entry 4:
Here is a 5-piece molecular cluster, C28H39Cl8F18N5O6PS overall in a non-equilibrium geometry from the OMol25 dataset. Energies are from ωB97M-V/def2-TZVPD.

Values from the calculation:
gap between HOMO and LUMO	6.3180	eV
net charge	+1
HOMO level	-0.3877	Eh
largest force on an atom	0.09087	Eh/bohr
lowest unoccupied orbital energy	-4.23	eV

```
106
Properties=species:S:1:pos:R:3:lowdin_charge:R:1
C 6.561 2.670 -2.143 -0.01
C 6.691 1.294 -2.291 -0.12
C 5.713 0.270 -1.691 -0.14
C 4.615 0.950 -0.862 -0.26
N 4.914 1.802 0.293 0.01
S 6.220 1.506 1.315 0.65
O 7.361 0.958 0.705 -0.17
O 6.495 2.749 1.934 -0.21
F 5.722 0.501 2.447 -0.12
C 3.703 1.809 1.064 -0.32
N 3.583 2.369 2.226 0.11
P 2.190 2.397 3.287 0.51
N 1.025 1.486 2.891 -0.09
O 2.780 1.893 4.696 -0.11
O 1.748 3.939 3.444 -0.10
N 2.692 1.140 0.382 0.06
C 1.945 2.284 -0.257 -0.11
C 0.385 2.122 -0.211 -0.16
C -0.305 2.358 -1.585 -0.17
C -1.621 3.206 -1.411 -0.17
C -2.914 2.382 -1.642 -0.14
C -4.124 2.830 -0.786 -0.18
O -4.002 4.185 -0.324 -0.04
C -5.235 4.737 -0.019 -0.54
C -6.169 4.081 1.000 -0.02
O -5.524 5.723 -0.561 0.17
C 3.306 0.139 -0.532 -0.38
N 3.790 -1.003 0.254 0.14
C 2.547 -0.260 -1.819 -0.07
C 2.116 -1.738 -1.963 -0.08
C 0.703 -2.083 -1.418 -0.41
F -0.111 -1.075 -1.816 0.10
F 0.323 -3.181 -2.135 0.10
C 0.593 -2.408 0.088 -0.35
F 1.682 -3.149 0.391 0.14
F 0.772 -1.275 0.782 0.15
C -0.611 -3.265 0.577 -0.34
F -0.398 -4.513 0.133 0.16
F -0.500 -3.365 1.912 0.18
C -2.058 -2.886 0.169 -0.34
F -2.803 -3.984 0.366 0.16
F -2.198 -2.672 -1.146 0.17
C -2.721 -1.657 0.867 -0.32
F -3.840 -1.418 0.167 0.17
F -1.948 -0.578 0.622 0.15
C -3.153 -1.799 2.362 -0.33
F -4.446 -1.420 2.461 0.15
F -3.094 -3.021 2.868 0.19
C -2.392 -0.845 3.372 -0.34
F -1.080 -0.892 3.192 0.16
F -2.613 -1.393 4.584 0.16
C -2.979 0.597 3.464 -0.57
F -2.044 1.397 3.987 0.17
F -3.370 1.107 2.317 0.18
F -3.994 0.627 4.303 0.18
H 5.854 3.256 -2.755 0.07
H 7.195 3.263 -1.469 0.07
H 7.535 0.939 -2.903 0.12
H 5.324 -0.346 -2.521 0.12
H 6.310 -0.407 -1.056 0.12
H 4.227 1.688 -1.601 0.15
H 4.415 2.864 2.579 0.13
H 0.186 2.054 2.778 0.01
H 2.356 1.024 4.828 0.10
H 2.036 4.219 4.336 0.10
H 2.198 2.373 -1.330 0.12
H 2.224 3.261 0.168 0.14
H 0.159 1.114 0.160 0.09
H 0.016 2.839 0.534 0.09
H 0.346 2.797 -2.353 0.11
H -0.657 1.370 -1.928 0.09
H -1.600 3.978 -2.196 0.11
H -1.628 3.752 -0.459 0.10
H -3.219 2.526 -2.690 0.12
H -2.793 1.296 -1.505 0.10
H -5.041 2.767 -1.400 0.14
H -4.295 2.154 0.073 0.10
H -7.050 3.707 0.460 0.10
H -6.464 4.817 1.758 0.09
H -5.677 3.233 1.505 -0.01
H 4.329 -1.635 -0.333 0.10
H 4.442 -0.716 0.981 0.07
H 3.285 -0.102 -2.626 0.09
H 1.738 0.441 -2.066 0.11
H 2.007 -1.893 -3.056 0.02
H 2.880 -2.457 -1.652 0.13
C -0.730 -6.817 -2.159 -1.03
Cl 0.622 -7.937 -1.959 0.52
Cl -1.729 -7.244 -3.556 0.53
H -1.346 -6.849 -1.264 -0.01
H -0.338 -5.816 -2.303 0.00
C -6.617 2.076 4.312 -1.00
Cl -6.698 1.459 2.655 0.58
Cl -7.767 3.392 4.568 0.54
H -6.850 1.268 4.998 0.03
H -5.616 2.446 4.499 0.02
C -3.740 -8.656 -0.840 -1.05
Cl -5.256 -9.559 -0.847 0.52
Cl -3.592 -7.643 0.603 0.51
H -2.912 -9.358 -0.861 0.03
H -3.706 -8.017 -1.717 -0.02
C 2.290 -0.499 -6.282 -0.96
Cl 1.302 -0.946 -4.883 0.64
Cl 3.969 -0.203 -5.809 0.52
H 2.264 -1.310 -7.002 0.04
H 1.885 0.405 -6.723 0.03
```

Entry 5:
Here is C28H39ClN6O2Ti as an isolated structure in a non-equilibrium geometry from the OMol25 dataset. Energies are from ωB97M-V/def2-TZVPD.

Values from the calculation:
gap between HOMO and LUMO (spin up / spin down)	7.8700 / 8.0380	eV
net charge	+1
energy relative to the best compared isomer or geometry (same formula, charge and spin)	16.31	kJ/mol
HOMO level (spin up / spin down)	-0.3946 / -0.3950	Eh
2S+1	2
largest force on an atom	0.07315	Eh/bohr
lowest unoccupied orbital energy (spin up / spin down)	-2.87 / -2.71	eV

```
77
Properties=species:S:1:pos:R:3:lowdin_charge:R:1
Ti 1.006 -0.422 0.439 1.10
N 3.321 -2.961 -1.189 0.00
C 4.460 -2.096 -0.838 -0.22
C 4.158 -1.034 0.244 -0.14
N 3.258 0.113 -0.125 -0.22
C 3.521 1.159 0.862 -0.20
C 3.281 0.685 2.234 -0.20
N 2.083 -0.227 2.368 -0.03
C 3.318 0.556 -1.502 -0.17
C 2.334 -0.085 -2.442 -0.17
N 1.409 -0.993 -1.675 -0.04
H 3.420 -3.672 -1.909 0.09
H 2.980 -3.418 -0.308 0.08
H 5.328 -2.664 -0.447 0.12
H 4.892 -1.678 -1.790 0.12
H 3.807 -1.529 1.143 0.10
H 5.119 -0.569 0.451 0.12
H 4.639 1.491 0.790 0.17
H 2.906 1.944 0.509 0.10
H 4.172 0.195 2.673 0.13
H 3.190 1.581 2.869 0.14
H 2.405 -1.106 2.810 0.10
H 1.398 0.207 3.011 0.12
H 2.919 1.614 -1.439 0.14
H 4.312 0.479 -1.930 0.13
H 1.716 0.596 -2.921 0.09
H 2.837 -0.684 -3.211 0.12
H 0.510 -0.859 -2.178 0.09
H 1.615 -2.000 -1.688 0.07
C -2.244 -1.320 -3.136 -0.08
C -2.248 0.183 -2.738 -0.16
C -2.890 0.512 -1.399 -0.15
C -4.013 1.293 -1.304 -0.04
C -4.643 1.660 -0.153 -0.07
C -4.151 1.200 1.041 -0.05
C -3.075 0.329 1.017 -0.17
C -2.445 0.023 2.391 -0.18
C -3.199 -1.046 3.232 -0.06
C -2.382 0.011 -0.172 -0.17
N -1.202 -0.766 -0.010 0.01
C -1.413 -2.043 0.177 -0.08
C -0.385 -2.893 0.657 -0.32
C -0.581 -4.223 1.078 -0.01
C 0.535 -4.488 1.898 -0.05
C 1.413 -3.370 1.731 -0.19
N 0.853 -2.383 1.048 -0.08
H -1.628 -1.513 -4.018 0.07
H -3.294 -1.615 -3.335 0.09
H -1.911 -1.973 -2.324 0.05
H -2.699 0.786 -3.479 0.09
H -1.165 0.473 -2.603 0.10
H -4.319 1.681 -2.253 0.12
H -5.383 2.420 -0.166 0.11
H -4.650 1.357 1.991 0.13
H -2.345 0.943 2.967 0.11
H -1.453 -0.476 2.169 0.09
H -4.103 -0.713 3.666 0.06
H -2.473 -1.423 3.921 0.07
H -3.360 -1.833 2.529 0.06
H -2.375 -2.462 0.061 0.14
H -1.500 -4.797 0.795 0.13
H 0.777 -5.367 2.501 0.10
H 2.367 -3.292 2.182 0.09
Cl -3.445 6.401 -0.916 0.71
C -2.450 5.023 -0.696 -0.63
C -1.389 4.709 -1.640 -0.05
C -0.603 3.639 -1.365 0.01
C -0.866 2.944 -0.160 -0.15
C -1.865 3.192 0.723 -0.02
C -2.671 4.265 0.464 -0.09
C 0.011 1.863 0.128 -0.57
O 0.194 1.333 1.247 -0.05
O 0.660 1.341 -0.859 -0.10
H -1.221 5.340 -2.525 0.12
H 0.214 3.356 -1.954 0.11
H -1.868 2.568 1.590 0.11
H -3.428 4.529 1.187 0.12
```